Formula: C13H11AgCl3INO3S
Source: OMol25
Level of theory: ωB97M-V/def2-TZVPD

frontier orbital gap: 6.9 eV
LUMO: 2.6 eV
total charge: -1
molar mass: 602.4 g/mol
calculated total energy: -3006.0356 hartree

XYZ file:
```
34
C13H11AgCl3INO3S ωB97M-V/def2-TZVPD
Ag -1.1390 -0.2078 0.1629
Cl -0.4967 6.7153 -1.8523
C -0.6024 4.9672 -1.8396
C -0.3380 4.2677 -2.9838
C -0.4130 2.8729 -3.0119
I 0.0011 1.8649 -4.7897
C -0.7594 2.0901 -1.8938
O -0.8381 0.8308 -1.9040
C -1.0288 2.8738 -0.6765
N -1.3530 2.1636 0.4249
C -1.6203 2.7748 1.5550
C -1.5809 4.1744 1.6707
C -1.2485 4.9241 0.5768
C -0.9574 4.2887 -0.6504
H -0.0665 4.8028 -3.8843
H -1.8720 2.1355 2.3954
H -1.8114 4.6402 2.6199
H -1.2047 6.0038 0.6320
C 0.7819 -1.7733 2.5764
S 1.2204 -0.9289 1.0452
C 1.6119 0.6983 1.7168
H 1.6647 -1.9102 3.2008
H 0.3797 -2.7465 2.2992
H 0.0088 -1.2141 3.1031
H 0.7716 1.0749 2.2986
H 1.7807 1.3626 0.8704
H 2.5114 0.6561 2.3312
Cl -5.1035 -2.3180 2.8746
C -3.5553 -1.8436 3.5990
Cl -2.6467 -3.2891 4.1331
C -2.6541 -1.0234 2.6393
O -2.0569 -0.0860 3.1937
O -2.5993 -1.4175 1.4594
H -3.7722 -1.2683 4.4892
```

Löwdin population analysis, charges in e, atoms 1 to 5: Ag 0.659; Cl 0.623; C -0.634; C -0.207; C -0.667